one.
The following is a DFT calculation (the ωB97M-V functional and the def2-TZVPD basis) of 5 unconnected molecules or ions with the total composition C6H24N2O4.

```
36
C6H24N2O4 | the OMol25 dataset | the ωB97M-V functional and the def2-TZVPD basis
C -0.32530 -0.60921 1.71556
N -1.46090 -0.56677 0.76250
C -2.71372 -0.88276 1.45547
C -1.53888 0.75564 0.09338
C -1.10212 0.63381 -1.40458
C 0.39433 0.43488 -1.60346
C 1.31720 1.37089 -0.79315
N 1.00392 2.82069 -0.89667
H 0.60504 -0.54283 1.12806
H -0.29974 -1.54594 2.22285
H -0.35182 0.28659 2.44111
H -3.53703 -0.92272 0.68142
H -2.62607 -1.85871 1.91264
H -2.99919 -0.19214 2.27841
H -0.95259 1.50981 0.62101
H -2.55520 1.16228 0.08993
H -1.66410 -0.16696 -1.89627
H -1.36755 1.54730 -1.92175
H 0.66748 -0.60864 -1.42138
H 0.66076 0.58992 -2.67200
H 1.18259 1.08855 0.30950
H 2.39954 1.22399 -1.03355
H -0.01623 2.97536 -0.97296
H 1.43282 3.22181 -1.70930
O 0.59863 2.75658 2.23094
H 0.83178 2.87675 1.30195
H 1.39635 2.86322 2.73224
O 2.95274 -0.76159 0.14761
H 3.88367 -0.95942 0.02743
H 2.47607 -1.54798 -0.30043
O -0.83515 -2.79255 -0.93639
H -1.00603 -2.03562 -0.35755
H -1.17172 -2.53638 -1.78736
O 1.84488 -2.93823 -0.94179
H 0.85733 -2.89252 -0.96054
H 2.01821 -3.75709 -0.54286
```

The LUMO energy is 0.7176 eV. The calculation puts the gap between HOMO and LUMO at 9.80 eV. For the molar mass, the calculation gives 188.3 g mol⁻¹. The SMILES is CN(C)CCCCN.O.O.O.O. Its net charge is 0.

Atomic partial charges in e from the natural (NBO) method, atoms 1 to 6: atom 1 (C): -0.44, atom 2 (N): -0.49, atom 3 (C): -0.41, atom 4 (C): -0.24, atom 5 (C): -0.41, atom 6 (C): -0.43

two.
The following is a DFT calculation (the ωB97M-V functional and the def2-TZVPD basis) of 5 unconnected molecules or ions with the total composition C6H24N2O4.

```
36
C6H24N2O4 | the OMol25 dataset | the ωB97M-V functional and the def2-TZVPD basis
C 0.18549 -3.07556 -1.26089
C -0.03541 -1.57978 -1.04729
C -1.23784 -1.31265 -0.11470
N -1.38118 0.15000 0.34024
C -2.83774 0.39175 0.39964
C -0.66022 1.11929 -0.42730
C -0.46133 2.51503 0.14004
N 0.81758 3.08486 -0.10486
H 0.95240 -3.50997 -0.64198
H 0.37616 -3.29486 -2.32718
H -0.81239 -3.51338 -1.24904
H 0.79277 -1.04247 -0.57992
H 0.03837 -0.90244 -1.90978
H -2.09799 -1.71016 -0.63624
H -1.02948 -1.78195 0.85624
H -3.18744 0.07412 1.37592
H -2.91221 1.49677 0.51778
H -3.43001 0.13444 -0.47521
H 0.35251 0.69152 -0.51882
H -0.93087 1.33028 -1.50326
H -0.71588 2.47754 1.23704
H -1.32621 3.18741 0.03962
H 1.57423 2.76909 0.48783
H 1.07890 3.35955 -1.03472
O 3.21551 0.26693 -1.69491
H 3.03588 0.97396 -1.07254
H 4.16817 0.31636 -1.79289
O 3.14130 -0.59091 1.72420
H 2.67969 -1.19257 1.13873
H 3.19244 0.21102 1.20047
O 2.47836 2.51610 2.23536
H 3.31726 2.05359 2.02575
H 1.91907 1.86639 2.66295
O -3.64324 -2.64565 0.91332
H -3.73900 -2.74187 -0.02520
H -2.87767 -2.09179 1.12162
```

The LUMO energy is 0.0729 eV. The calculation puts the gap between HOMO and LUMO at 8.60 eV. For the molar mass, the calculation gives 188.3 g mol⁻¹. The SMILES is CCCN(C)CCN.O.O.O.O. Its net charge is 0.

Atomic partial charges in e from the natural (NBO) method, atoms 1 to 6: atom 1 (C): -0.62, atom 2 (C): -0.43, atom 3 (C): -0.23, atom 4 (N): -0.44, atom 5 (C): -0.43, atom 6 (C): -0.24

Comparing the structures above, one comes out on top by 0.0927 hartree.